Below is the molecule C22H19FN2O2, with properties calculated with ωB97M-V/def2-TZVPD.

XYZ file:
```
46
Properties=species:S:1:pos:R:3
C -1.694 2.719 1.191
N -0.647 2.085 0.411
C 0.645 2.191 0.834
O 0.941 2.730 1.883
C 1.685 1.569 -0.045
C 2.839 2.309 -0.285
C 3.857 1.797 -1.066
C 3.714 0.523 -1.585
C 2.593 -0.247 -1.335
C 1.576 0.282 -0.563
H 0.708 -0.327 -0.361
H 2.525 -1.245 -1.739
F 4.699 0.013 -2.350
H 4.752 2.365 -1.269
H 2.927 3.294 0.150
C -0.998 1.667 -0.898
C -0.467 2.351 -1.986
C -0.808 2.000 -3.279
C -1.713 0.975 -3.499
C -2.257 0.302 -2.422
C -1.900 0.620 -1.115
C -2.535 -0.217 -0.044
O -3.642 -0.699 -0.189
N -1.783 -0.434 1.059
H -0.863 -0.032 1.139
C -2.200 -1.325 2.122
C -1.300 -2.532 2.186
C -1.189 -3.361 1.076
C -0.351 -4.460 1.104
C 0.383 -4.744 2.245
C 0.276 -3.923 3.353
C -0.558 -2.818 3.323
H -0.637 -2.178 4.190
H 0.846 -4.140 4.244
H 1.034 -5.605 2.268
H -0.273 -5.100 0.237
H -1.769 -3.140 0.191
H -3.226 -1.623 1.888
H -2.189 -0.787 3.075
H -2.974 -0.492 -2.569
H -1.996 0.705 -4.504
H -0.380 2.538 -4.111
H 0.217 3.168 -1.805
H -1.288 2.940 2.176
H -2.008 3.652 0.715
H -2.556 2.060 1.280
```

Output
Max |F|, eV Å⁻¹: 0.5
Gap between HOMO and LUMO, eV: 9.499
E_tot, eV: -32916.219
LUMO energy, eV: 0.41
Molecular weight, g mol⁻¹: 362.4
Energy relative to the best compared isomer or geometry (same formula, charge and spin), kcal per mole: 10.53
SMILES: CN(C(=O)c1ccc(F)cc1)c1ccccc1C(=O)NCc1ccccc1
HOMO energy, eV: -9.09

These are the Mulliken partial charges, in e, on atoms 1 to 2: -1.081 0.171